Here is C14H14N4SSe4W as an isolated structure at a distorted geometry from OMol25. Energies are from ωB97M-V/def2-TZVPD.

CARTESIAN COORDINATES (ANGSTROEM)
W 1.65521 2.63499 -0.74035
S 1.93126 2.30272 1.79236
C 1.12986 0.78301 1.87416
N 0.95040 0.16031 3.02848
N 0.08391 -0.82304 3.15267
C -1.18867 -1.03778 2.55785
C -1.95124 0.00370 2.03388
C -3.21728 -0.26609 1.55062
C -3.73369 -1.55855 1.58063
C -2.97459 -2.58185 2.12193
C -1.70245 -2.32430 2.61693
N 0.72744 0.10824 0.75852
N 1.07991 0.60346 -0.37264
C 0.67173 -0.24493 -1.47338
C -0.61117 -0.77098 -1.48276
C -1.00667 -1.56505 -2.54744
C -0.12096 -1.84569 -3.57822
C 1.16995 -1.33310 -3.54292
C 1.56968 -0.52672 -2.49172
H 0.24846 -1.36195 3.98726
H -1.56749 1.01409 2.02225
H -3.81082 0.54572 1.14924
H -4.72222 -1.75820 1.19083
H -3.36483 -3.58995 2.16058
H -1.10493 -3.12597 3.03319
H -1.28989 -0.55699 -0.66744
H -2.01146 -1.96569 -2.56767
H -0.43393 -2.46395 -4.40871
H 1.86770 -1.56295 -4.33664
H 2.57393 -0.12523 -2.44889
Se 1.56583 2.89157 -2.98628
Se -0.82946 3.12366 -0.08438
Se 0.17008 5.13567 -0.61157
Se 2.39860 4.92234 0.07442
C 3.69706 1.87511 -0.61224
H 3.74196 0.96156 -0.02159
H 4.29962 2.63044 -0.10591
H 4.10917 1.69234 -1.60504

The net charge is 0. Its frontier orbital gap (spin up / spin down) is 5.3 / 5.3 eV. The energy above the lowest of the compared OMol25 structures with the same formula, charge and spin comes out at 0.180 eV. Its multiplicity is 1.